Record 1
The following is a quantum chemistry calculation of an isolated molecule of C23H29FN2O2, from OMol25.

Computed properties:
**E_LUMO**: 0.746 eV
**Frontier orbital gap**: 8.601 eV
**Structure (SMILES)**: COc1ccccc1CCC(=O)N(C)[C@H]1CCCN(Cc2ccccc2F)C1

Each line ends with the natural charge from an NBO analysis.
Geometry (Å):
C 0.19976 5.02329 3.18683  -0.251
O 0.19322 4.53714 1.86919  -0.520
C -0.43669 5.26970 0.90139  0.369
C -1.15741 6.43084 1.14563  -0.322
C -1.77283 7.10182 0.10069  -0.199
C -1.67287 6.62358 -1.19035  -0.239
C -0.94927 5.46686 -1.43370  -0.188
C -0.32379 4.77882 -0.40940  -0.079
C 0.44655 3.51962 -0.67365  -0.405
C -0.35085 2.28874 -0.23351  -0.488
C 0.42018 1.01298 -0.52949  0.694
O 1.55635 1.04047 -0.96643  -0.648
N -0.24036 -0.14764 -0.28633  -0.446
C -1.56517 -0.17586 0.28936  -0.402
C 0.38357 -1.43040 -0.60246  -0.051
C 0.81131 -1.54484 -2.06738  -0.412
C 1.41387 -2.92780 -2.29584  -0.422
C 2.58366 -3.14643 -1.32698  -0.215
N 2.24953 -2.95907 0.06745  -0.443
C 1.77050 -4.10544 0.80842  -0.227
C 0.42444 -4.67951 0.41859  -0.134
C 0.30850 -5.66018 -0.56038  -0.130
C -0.92531 -6.15894 -0.93994  -0.244
C -2.08123 -5.69133 -0.33786  -0.195
C -1.99829 -4.72974 0.65343  -0.282
C -0.75425 -4.24673 1.01428  0.391
F -0.69959 -3.31193 1.99563  -0.338
C 1.60435 -1.68958 0.30507  -0.230
H 0.79530 4.31330 3.75941  0.200
H -0.81091 5.06686 3.60764  0.174
H 0.66129 6.01407 3.24991  0.178
H -1.24947 6.82389 2.14614  0.216
H -2.33083 8.00319 0.30730  0.212
H -2.15124 7.14623 -2.00477  0.212
H -0.86196 5.09116 -2.44308  0.209
H 1.38625 3.53400 -0.12009  0.233
H 0.67899 3.43499 -1.73565  0.218
H -0.53557 2.35796 0.84010  0.230
H -1.31380 2.26462 -0.74882  0.216
H -1.65386 0.54166 1.10440  0.205
H -2.33359 0.04798 -0.45822  0.191
H -1.75974 -1.16472 0.69832  0.214
H -0.36970 -2.20185 -0.41819  0.201
H 1.55336 -0.77655 -2.28290  0.234
H -0.05111 -1.38745 -2.71993  0.203
H 1.77626 -3.01290 -3.32176  0.210
H 0.64892 -3.69250 -2.14252  0.198
H 3.00438 -4.14623 -1.45459  0.193
H 3.36475 -2.41464 -1.56467  0.195
H 2.52384 -4.89294 0.69982  0.203
H 1.73736 -3.81040 1.86150  0.214
H 1.20626 -6.03689 -1.02849  0.206
H -0.98468 -6.91778 -1.70536  0.216
H -3.04502 -6.07795 -0.63113  0.218
H -2.87872 -4.35542 1.15260  0.229
H 1.30340 -1.63024 1.35289  0.202
H 2.33701 -0.90135 0.10798  0.224

---

Record 2
The following is a quantum chemistry calculation of a structure of composition C23H29N12O2RuSi, from OMol25.

Computed properties:
**E_LUMO (alpha / beta)**: -6.379 / -7.397 eV
**Charge**: +2
**Frontier orbital gap (alpha / beta)**: 6.415 / 5.320 eV
**Expectation value of S²**: 0.967
**Spin multiplicity**: 2

Each line ends with the natural charge from an NBO analysis.
Geometry (Å):
Ru 0.11495 0.35645 -0.20199  0.716
N 1.21946 2.32089 -4.22380  -0.526
C 1.05347 2.33640 -2.90416  0.356
N 1.18566 1.29868 -2.13249  -0.601
C 1.60248 0.09539 -2.70460  0.444
N 1.97730 -0.88386 -1.94148  -0.345
N 1.84626 -0.68299 -0.61798  -0.162
C 2.71652 -1.26620 0.16957  0.002
C 2.69198 -1.07315 1.55773  0.253
C 3.52726 -1.78434 2.42738  -0.157
C 3.21717 -1.87258 3.80062  -0.209
C 2.14115 -1.23325 4.33464  -0.080
C 1.37026 -0.28030 3.50500  -0.100
N 1.76105 -0.23920 2.08828  -0.339
C 1.68234 -0.02379 -4.14333  -0.169
C 1.95314 -1.23145 -4.78984  -0.125
C 2.05921 -1.26242 -6.16425  -0.197
C 1.88550 -0.09825 -6.91162  -0.135
C 1.60208 1.10249 -6.28927  -0.252
C 1.49805 1.13554 -4.90609  0.244
H 1.08878 3.16678 -4.75780  0.435
H 0.81227 3.29487 -2.45869  0.204
H 3.48279 -1.88742 -0.27992  0.234
H 4.34827 -2.35083 2.01037  0.246
H 3.84330 -2.48678 4.43398  0.253
H 1.91193 -1.30354 5.38920  0.243
H 1.46876 0.72201 3.94106  0.225
H 2.08468 -2.11765 -4.18538  0.245
H 2.29494 -2.19249 -6.66272  0.241
H 1.97362 -0.12912 -7.98880  0.243
H 1.46202 2.00864 -6.86603  0.233
N 0.36193 2.54864 1.24671  -0.633
N -0.46101 3.59965 0.83800  -0.417
C -1.27681 3.42847 -0.21949  0.636
N -1.99092 4.45248 -0.66170  -0.756
N -1.25920 2.19196 -0.72185  -0.502
N -1.77344 1.88508 -1.94231  0.631
O -2.39800 2.68932 -2.62009  -0.418
O -1.51119 0.74872 -2.30646  -0.390
H 0.06207 2.16439 2.13651  0.392
H 1.32464 2.85718 1.30266  0.391
H -0.52963 4.43777 1.39558  0.403
H -1.92042 5.36715 -0.24511  0.423
H -2.56754 4.31102 -1.47727  0.457
N -3.41602 -1.89676 -1.25679  -0.489
C -2.38268 -2.61981 -1.79252  -0.064
C -1.25454 -2.14073 -1.20344  -0.085
N -1.60046 -1.14632 -0.31277  -0.471
C -2.90863 -1.01366 -0.38253  0.201
H -4.39010 -2.00814 -1.48580  0.442
H -2.52987 -3.39478 -2.52367  0.244
H -0.23684 -2.46810 -1.33512  0.230
H -3.50606 -0.33687 0.20381  0.223
C -1.06004 -2.75490 4.56078  -1.098
Si -1.57437 -1.04096 3.97126  1.606
C -3.11065 -1.14808 2.89967  -1.105
C -1.74092 0.15760 5.41904  -1.101
C -0.09337 -0.40855 2.98171  -0.478
C 0.37710 -0.23466 1.70749  0.102
H -1.75000 -3.11988 5.32420  0.258
H -0.06028 -2.75232 4.99422  0.232
H -1.06519 -3.47083 3.73692  0.248
H -3.93415 -1.57238 3.47808  0.261
H -2.93953 -1.79423 2.03838  0.243
H -3.42826 -0.16492 2.54705  0.229
H -2.38097 -0.26312 6.19740  0.259
H -2.18189 1.10621 5.10787  0.241
H -0.76945 0.36582 5.87205  0.235

---

Record 3
The following is a quantum chemistry calculation of an isolated molecule of C23H29N3O3, from OMol25.

Computed properties:
**E_LUMO**: 0.276 eV
**Frontier orbital gap**: 9.552 eV

Each line ends with the natural charge from an NBO analysis.
Geometry (Å):
C -2.72693 1.70245 2.58796  -0.603
C -3.21422 1.46005 1.17221  -0.224
C -3.02641 0.00402 0.72762  -0.214
N -3.08505 0.07722 -0.72971  -0.440
C -3.07654 -0.96469 -1.59506  0.691
O -3.13549 -0.79599 -2.80356  -0.636
C -2.99146 -2.34253 -0.96544  -0.494
C -2.88205 -3.43976 -2.01580  -0.314
C -1.52630 -3.49964 -2.72737  -0.400
C -0.72562 -4.55820 -1.95176  -0.214
N -1.77286 -5.39434 -1.39195  -0.617
C -2.98984 -4.78840 -1.31128  0.682
O -3.96763 -5.22864 -0.74512  -0.615
C -3.15032 1.45647 -1.20547  -0.219
C -2.62068 2.24573 -0.01724  -0.045
N -1.16309 2.27833 -0.09745  -0.620
C -0.34129 2.79148 0.86271  0.683
O -0.70497 3.58889 1.70571  -0.614
C 1.08060 2.32664 0.78192  -0.130
C 2.33932 3.22135 0.81856  -0.356
C 2.86475 1.75632 0.77392  -0.056
C 4.27865 1.30195 0.76454  0.045
C 4.76810 0.51340 -0.26970  -0.228
C 6.09082 0.09039 -0.27030  -0.204
C 6.93642 0.45348 0.76621  -0.216
C 6.45520 1.24226 1.80365  -0.202
C 5.13552 1.66327 1.80174  -0.223
C 1.78736 1.47661 -0.30571  -0.395
C 1.77691 1.43140 1.83868  -0.359
H -1.67913 1.42718 2.70707  0.208
H -2.82658 2.74596 2.87586  0.238
H -3.31229 1.08972 3.27725  0.208
H -4.28694 1.67950 1.13303  0.208
H -2.05317 -0.37225 1.06493  0.187
H -3.79848 -0.65053 1.13530  0.210
H -2.14002 -2.37635 -0.27621  0.216
H -3.88366 -2.51084 -0.35556  0.250
H -3.70689 -3.33164 -2.71721  0.252
H -1.66552 -3.82754 -3.75688  0.220
H -1.02429 -2.53472 -2.75824  0.222
H -0.06520 -5.13296 -2.60042  0.201
H -0.11385 -4.10806 -1.16270  0.176
H -1.59553 -6.23068 -0.86118  0.407
H -2.55624 1.57765 -2.11012  0.229
H -4.17802 1.74338 -1.44106  0.207
H -2.98446 3.27371 -0.01500  0.222
H -0.74627 1.56859 -0.68104  0.394
H 2.52786 3.82735 -0.06782  0.202
H 2.50389 3.77275 1.74286  0.209
H 4.10872 0.23078 -1.08190  0.211
H 6.46030 -0.52233 -1.08259  0.213
H 7.96764 0.12525 0.76713  0.214
H 7.11175 1.52990 2.61475  0.214
H 4.76276 2.28019 2.61139  0.212
H 1.46626 0.43621 -0.40175  0.196
H 1.93693 1.95373 -1.27561  0.206
H 1.90816 1.87501 2.82483  0.209
H 1.44936 0.39155 1.88842  0.196

---

Record 4
The following is a quantum chemistry calculation of an isolated molecule of C23H29N3O4S, from OMol25.

Computed properties:
**E_LUMO**: 0.466 eV
**Frontier orbital gap**: 8.237 eV
**Structure (SMILES)**: COc1ccccc1NS(=O)(=O)c1cc(NC(=O)C2CCC2)ccc1N1CCCCC1

Each line ends with the natural charge from an NBO analysis.
Geometry (Å):
C -2.89676 -0.20840 2.10142  -0.252
O -2.20894 -1.03265 1.19776  -0.521
C -2.24504 -0.72168 -0.13359  0.342
C -2.95803 0.32543 -0.69308  -0.305
C -2.89052 0.56234 -2.05881  -0.208
C -2.11961 -0.24537 -2.87112  -0.235
C -1.41085 -1.30282 -2.32380  -0.214
C -1.46740 -1.55073 -0.96301  0.062
N -0.72919 -2.59873 -0.40081  -0.838
S 0.93048 -2.54795 -0.70765  2.310
O 1.12483 -2.91337 -2.07731  -0.936
O 1.56540 -3.35752 0.28688  -0.930
C 1.22280 -0.80550 -0.36083  -0.287
C 0.96954 -0.51340 0.96445  -0.234
C 0.81774 0.80258 1.38216  0.115
N 0.57352 1.16069 2.71189  -0.605
C 0.21961 0.35779 3.75929  0.695
O 0.06288 -0.83842 3.68914  -0.604
C 0.02053 1.15775 5.03555  -0.322
C -1.15312 2.16176 5.00823  -0.398
C -1.79567 1.43410 6.19972  -0.400
C -0.66850 0.39007 6.17391  -0.395
C 0.88756 1.80950 0.41944  -0.194
C 1.16805 1.51489 -0.89561  -0.254
C 1.37714 0.19408 -1.32843  0.193
N 1.70595 -0.11432 -2.62943  -0.447
C 2.94235 -0.83919 -2.86711  -0.200
C 2.86922 -1.61472 -4.17665  -0.412
C 2.54313 -0.66966 -5.32722  -0.397
C 1.25806 0.08188 -5.00236  -0.398
C 1.40580 0.83321 -3.68016  -0.215
H -3.98040 -0.25927 1.95090  0.179
H -2.64584 -0.59140 3.08914  0.211
H -2.56844 0.83373 2.01954  0.171
H -3.56411 0.96991 -0.07563  0.218
H -3.44821 1.38610 -2.47863  0.213
H -2.07142 -0.05826 -3.93297  0.215
H -0.79227 -1.94225 -2.93065  0.248
H -0.91291 -2.70945 0.58772  0.425
H 0.87546 -1.32569 1.66593  0.274
H 0.61450 2.15382 2.89578  0.398
H 0.97504 1.60867 5.31531  0.225
H -0.87464 3.19665 5.20065  0.209
H -1.74588 2.12007 4.09539  0.203
H -2.79069 1.03912 6.00829  0.205
H -1.82446 2.02807 7.11042  0.206
H -0.09013 0.30856 7.09054  0.210
H -0.98057 -0.60488 5.86344  0.233
H 0.73959 2.84015 0.71258  0.207
H 1.24615 2.32549 -1.60199  0.223
H 3.11783 -1.52357 -2.03779  0.218
H 3.77860 -0.11838 -2.91346  0.165
H 3.82256 -2.11579 -4.34888  0.209
H 2.09269 -2.37127 -4.07519  0.230
H 2.42838 -1.22986 -6.25632  0.210
H 3.36046 0.04421 -5.46317  0.190
H 1.01278 0.79091 -5.79549  0.207
H 0.43984 -0.63210 -4.90682  0.203
H 0.46478 1.33273 -3.44071  0.213
H 2.20036 1.59233 -3.78081  0.167